ORCA calculation (wB97M-V/def2-TZVPD) on an isolated molecule of C4H7NO.

The value obtained for the HOMO-LUMO gap (spin up / spin down) is 7.36 / 7.19 eV. The value obtained for the relative energy (zero: lowest compared OMol25 entry of this formula, charge and spin) is 83.04 kcal per mole.

```
! wB97M-V def2-TZVPD RIJCOSX def2/J DEFGRID3
* xyz 0 1
C -1.38004 0.25225 0.86911
N -0.39995 -0.21539 -0.16628
C -0.11576 -1.46509 0.08694
C 0.34348 0.71340 -0.86210
C 1.76948 0.66534 -0.87476
O 2.50779 1.50616 -1.37259
H -2.17733 -0.47854 1.04506
H -1.77913 1.21944 0.59844
H -0.79337 0.33439 1.79372
H 0.86394 -1.86508 -0.09420
H -0.88344 -2.05172 0.56755
H -0.16683 1.57206 -1.28742
H 2.21114 -0.18721 -0.30346
*
```